Molecular formula: C12H30AlN4O3
Method: DFT, ωB97M-V/def2-TZVPD

Its net charge is -1. The calculation puts the maximum force at 0.99 eV/A. The calculation puts the relative energy (zero: lowest compared OMol25 entry of this formula, charge and spin) at 0.180 eV. The HOMO energy comes out at -0.1417 hartree.

Last column: Mulliken charge in e.
Geometry (Å):
C  -4.9907  -5.3335  0.4272  -1.154
C  -5.1701  -3.8085  0.4321  0.819
C  -6.6362  -3.3433  0.2966  -1.066
N  -4.2763  -2.9313  0.5687  -0.583
Al  -2.4041  -3.3637  0.6240  -0.086
H  -4.3624  -5.6330  1.2653  0.260
H  -4.4464  -5.6160  -0.4772  0.240
H  -5.9558  -5.8398  0.4472  0.345
H  -6.8480  -2.5416  1.0018  0.315
H  -6.8474  -3.0222  -0.7268  0.208
H  -7.3244  -4.1706  0.5074  0.325
H  -1.6347  -2.3529  -0.4274  -0.235
H  -1.7860  -3.0862  2.0460  -0.122
H  -2.0279  -4.8748  0.1678  -0.217
C  0.5371  1.7636  0.4064  -0.049
O  1.5707  2.2480  -0.0378  -0.597
N  -0.5824  1.5681  -0.2955  0.207
C  -1.7724  0.9835  0.3040  -0.953
C  -0.6010  1.9482  -1.6984  -0.940
H  0.4476  1.4358  1.4567  0.383
H  -2.0285  0.0594  -0.2168  0.308
H  -2.6055  1.6869  0.2323  0.325
H  -1.5927  0.7509  1.3512  0.311
H  0.1682  1.4069  -2.2468  0.323
H  -0.3948  3.0142  -1.8016  0.255
H  -1.5775  1.7204  -2.1183  0.390
C  1.1246  -1.8755  2.2002  0.049
O  0.3570  -2.6471  2.7222  -0.511
N  2.1249  -1.2091  2.8410  0.167
C  2.9988  -0.2854  2.1505  -1.030
C  2.3064  -1.4406  4.2595  -1.013
H  1.0639  -1.6303  1.1239  0.310
H  4.0384  -0.6181  2.2254  0.360
H  2.9191  0.7147  2.5852  0.352
H  2.7241  -0.2273  1.0991  0.326
H  2.5111  -2.4966  4.4456  0.278
H  1.3988  -1.1743  4.8040  0.305
H  3.1379  -0.8397  4.6235  0.391
C  2.8401  3.6988  -3.9954  0.078
O  1.9419  2.9466  -3.6835  -0.526
N  3.7657  4.2012  -3.1526  0.150
C  4.8028  5.0958  -3.6162  -0.932
C  3.7298  3.8410  -1.7380  -0.876
H  2.9784  4.0483  -5.0356  0.233
H  5.7881  4.6635  -3.4250  0.321
H  4.7343  6.0551  -3.0972  0.321
H  4.6976  5.2680  -4.6860  0.306
H  3.8267  2.7630  -1.6195  0.281
H  2.7820  4.1375  -1.2928  0.266
H  4.5493  4.3419  -1.2267  0.381

***

Molecular formula: C12H30AsF6NO3SSiZr
Method: DFT, ωB97M-V/def2-TZVPD

The expectation value of S² is 0.754. Its net charge is +3. The calculation puts the maximum force at 1.50 eV/A. As for the multiplicity: 2. The calculation puts the relative energy (zero: lowest compared OMol25 entry of this formula, charge and spin) at 0.506 eV. The HOMO energy (spin up / spin down) comes out at -0.7296 / -0.7291 hartree.

Last column: Mulliken charge in e.
Geometry (Å):
Zr  -0.0925  -2.3282  0.2899  0.202
C  -0.6530  0.9390  2.5252  -1.278
C  0.3702  -0.1381  2.2703  1.444
C  -0.0086  -1.4751  2.9111  -2.185
C  1.7785  0.2795  2.6062  -1.354
O  0.3444  -0.4688  0.7412  1.646
Si  0.3862  0.5906  -0.6739  -0.019
S  0.6754  -1.1744  -1.9453  -0.078
O  1.5834  1.5528  -0.5052  -0.125
C  2.0780  2.8261  -1.2019  1.339
C  1.7661  2.6618  -2.6729  -1.493
C  3.5640  2.8727  -0.9324  -1.562
C  1.3299  3.9685  -0.5586  -1.432
O  -1.0787  1.1325  -0.8789  0.130
C  -2.3952  0.6072  -1.2656  1.412
C  -3.4204  1.5743  -0.6980  -1.643
C  -2.4381  0.5421  -2.7796  -1.421
C  -2.5694  -0.7748  -0.6438  -1.028
H  -0.5758  1.2333  3.5733  0.577
H  -1.6738  0.5985  2.3441  0.321
H  -0.4581  1.8264  1.9195  0.295
H  -0.1803  -1.3216  3.9778  0.586
H  0.7946  -2.2243  2.8606  0.481
H  -0.9783  -1.8825  2.5633  0.603
H  1.8409  0.4466  3.6829  0.491
H  2.0443  1.2066  2.0995  0.268
H  2.5079  -0.4894  2.3438  0.330
H  2.2545  1.7766  -3.0894  0.370
H  2.1405  3.5260  -3.2214  0.511
H  0.6845  2.6076  -2.8451  0.282
H  4.0778  2.0197  -1.3767  0.370
H  3.7674  2.8970  0.1384  0.351
H  3.9751  3.7805  -1.3743  0.451
H  0.2509  3.8560  -0.6867  0.238
H  1.6317  4.8995  -1.0389  0.507
H  1.5652  4.0478  0.5028  0.348
H  -3.2541  2.5674  -1.1131  0.410
H  -3.3548  1.6317  0.3893  0.376
H  -4.4264  1.2530  -0.9714  0.468
H  -2.3164  1.5347  -3.2117  0.416
H  -3.3928  0.1374  -3.1174  0.442
H  -1.6372  -0.1032  -3.1696  0.276
H  -2.3985  -0.7419  0.4375  0.120
H  -1.9118  -1.5040  -1.1760  0.204
H  -3.5818  -1.1504  -0.7905  0.755
F  -0.3924  -3.9404  -0.9530  -0.667
As  -1.3069  -5.0692  0.3844  1.832
F  -2.5181  -5.1842  -0.7128  -0.297
F  -1.9166  -3.2331  0.7327  -0.517
F  -2.0190  -5.5353  1.7845  -0.294
F  0.0398  -4.2214  1.3579  -0.469
F  -0.2618  -6.2744  -0.0006  -0.300
N  2.1534  -2.9269  0.3085  -0.668
H  2.8565  -2.1979  0.1664  0.282
H  2.3073  -3.5960  -0.4547  0.355
H  2.4425  -3.4377  1.1487  0.341

***

Molecular formula: C12H30BBrClCsFN3NaO11V
Method: DFT, ωB97M-V/def2-TZVPD

The calculation puts the maximum force at 16.70 eV/A. The HOMO energy comes out at -0.2328 hartree.

Last column: Mulliken charge in e.
Geometry (Å):
C  -1.7839  1.4041  3.6247  -0.727
C  -0.2187  1.2892  3.9818  0.963
N  0.4098  2.3038  4.3857  -0.448
C  0.5584  -0.1428  3.8892  -0.759
N  1.1720  -0.4529  2.5364  0.262
O  1.3273  0.6421  1.7179  -1.369
B  2.6556  1.2600  1.7810  1.033
O  2.6734  2.7025  1.7867  -0.314
O  3.8335  0.6164  1.7708  -0.349
H  -2.2330  0.4454  3.4398  -0.385
H  -2.2974  1.8255  4.5080  0.536
H  -2.0359  2.1442  2.7537  0.325
H  -0.2769  3.0696  4.3711  -0.044
H  1.3850  -0.2405  4.6290  0.435
H  -0.1897  -0.8964  4.1687  0.334
H  0.4918  -1.0954  2.0447  0.277
H  2.0466  -1.0387  2.7126  0.459
H  1.9652  2.9622  1.1502  0.124
H  4.3435  0.7402  2.5886  0.379
C  3.6554  3.1242  -2.1071  -0.915
C  2.7170  2.1019  -2.7079  -0.089
O  2.8185  0.8446  -2.0042  -0.440
H  4.6866  2.7653  -2.1476  0.353
H  3.5898  4.0721  -2.6387  0.288
H  3.4152  3.2995  -1.0552  0.150
H  2.9701  1.9128  -3.7505  0.313
H  1.6842  2.4549  -2.6615  0.197
H  2.5845  1.0039  -1.0870  0.086
F  2.0639  -2.1598  4.4275  -0.792
Na  -1.0556  4.5689  5.4621  0.988
Br  -3.7134  -0.8093  2.3457  0.060
Cl  -5.3222  0.3069  3.3652  -0.134
C  2.6355  -1.5167  -4.2961  -0.535
C  1.9323  -0.7784  -5.3517  0.307
N  1.3865  -0.2058  -6.1708  -0.401
H  2.2630  -2.5390  -4.2469  0.306
H  3.7032  -1.5399  -4.5057  0.316
H  2.4737  -1.0305  -3.3342  0.027
Cs  -0.1784  1.2998  0.7083  1.046
O  0.7572  4.6476  -1.5386  -1.161
V  0.4087  5.6610  -2.9231  1.235
O  0.0662  6.6556  -4.2830  -0.967
C  -3.8600  -3.1561  -1.4750  -0.790
O  -2.9276  -2.3575  -2.1866  -0.279
C  -2.1897  -3.1108  -3.1462  -0.462
C  -2.7372  -2.9233  -4.5481  -0.452
O  -4.0450  -3.4619  -4.6714  -0.382
C  -5.0587  -2.4718  -4.5927  -0.703
H  -4.5600  -2.4874  -0.9721  0.248
H  -4.4252  -3.8152  -2.1358  0.343
H  -3.3429  -3.7532  -0.7155  0.305
H  -2.1704  -4.1701  -2.8742  0.339
H  -1.1605  -2.7382  -3.1213  0.288
H  -2.0986  -3.4710  -5.2472  0.358
H  -2.7218  -1.8681  -4.8360  0.321
H  -5.1251  -1.9292  -5.5405  0.326
H  -4.8791  -1.7660  -3.7788  0.288
H  -6.0068  -2.9772  -4.4117  0.250
C  1.2662  -0.8240  7.5474  0.706
O  0.6846  -1.9306  7.4712  -0.726
O  2.5856  -0.9085  7.0956  -0.487
O  0.8571  0.2980  7.9171  -0.776
H  2.5469  -1.8562  6.8820  0.312

***

Molecular formula: C12H30Cl2HgN2O4
Method: DFT, ωB97M-V/def2-TZVPD

The calculation puts the maximum force at 3.24 eV/A. The calculation puts the relative energy (zero: lowest compared OMol25 entry of this formula, charge and spin) at 2.657 eV. The HOMO energy comes out at -0.3113 hartree.

Last column: Mulliken charge in e.
Geometry (Å):
Hg  1.3050  0.0372  -0.5581  0.882
Cl  0.9511  -0.6800  -3.0524  -0.610
Cl  2.4750  1.4250  1.4920  -0.579
C  4.2902  -1.3958  -0.4040  -0.743
O  2.9197  -1.5437  -0.3573  -0.230
C  2.3475  -2.3879  0.6096  -0.570
C  0.8924  -2.6969  0.3324  -0.642
N  -0.1204  -1.5895  0.5726  0.281
C  -1.4897  -2.0561  0.4627  -0.870
C  -1.9339  -2.9509  1.6223  -0.618
O  -1.5942  -4.2423  1.2804  -0.264
C  -2.2023  -5.2961  2.1350  -0.806
H  4.9347  -2.2320  -0.6751  0.249
H  4.5486  -1.1354  0.6224  0.399
H  4.3998  -0.5263  -1.0521  0.103
H  2.4447  -2.0255  1.6330  0.338
H  2.9011  -3.3244  0.5417  0.436
H  0.6436  -3.6253  0.8464  0.486
H  0.8057  -3.0598  -0.6918  0.330
H  -0.2489  -1.2597  1.5186  0.170
H  -1.7073  -2.5879  -0.4635  0.421
H  -2.1831  -1.2216  0.5667  0.034
H  -3.0172  -2.8650  1.5369  0.495
H  -1.5771  -2.5215  2.5585  0.361
H  -2.1929  -5.0908  3.2055  0.345
H  -1.7056  -6.2439  1.9275  0.251
H  -3.2591  -5.3717  1.8791  0.291
C  3.4716  1.9478  -2.3404  -1.065
O  2.2569  1.9218  -1.5495  -0.036
C  1.4200  3.0297  -1.7521  -0.596
C  0.2770  3.0249  -0.7897  -0.928
N  -0.6420  1.8678  -0.8701  -0.117
C  -1.3935  1.7486  0.3722  -0.161
C  -2.3006  2.9246  0.6762  -0.834
O  -3.0991  3.2525  -0.4718  -0.316
C  -4.3464  3.8149  -0.3193  -0.781
H  4.2840  2.0532  -1.6215  0.337
H  3.4853  2.7786  -3.0459  0.403
H  3.6500  1.0631  -2.9517  0.259
H  0.9964  3.0395  -2.7564  0.374
H  2.0519  3.8701  -1.4647  0.409
H  -0.4159  3.8037  -1.1083  0.490
H  0.5627  3.3466  0.2118  0.395
H  -1.2153  2.0985  -1.6690  0.302
H  -0.8058  1.6158  1.2805  0.374
H  -2.0431  0.8757  0.4365  -0.190
H  -1.7181  3.8151  0.9124  0.321
H  -2.9635  2.7402  1.5215  0.588
H  -4.3659  4.7969  -0.7918  0.236
H  -4.6793  3.9111  0.7142  0.332
H  -5.0952  3.1269  -0.7119  0.261

***

Molecular formula: C12H30Cl8N2O2
Method: DFT, ωB97M-V/def2-TZVPD

The calculation puts the maximum force at 3.67 eV/A. Its SMILES is COC[C@H](C)N.COC[C@H](C)N.ClCCl.ClCCl.ClCCl.ClCCl. The calculation puts the relative energy (zero: lowest compared OMol25 entry of this formula, charge and spin) at 1.501 eV. The HOMO energy comes out at -0.3273 hartree.

Last column: Mulliken charge in e.
Geometry (Å):
C  -7.7954  2.6638  1.2665  -0.765
O  -8.8805  2.6476  2.2077  -0.328
C  -9.8753  1.8102  1.8219  -0.600
C  -10.6194  1.3679  3.1014  0.331
C  -11.5236  0.1542  2.8942  -1.342
N  -11.5124  2.3993  3.5966  -0.674
H  -8.2468  2.8476  0.2915  0.321
H  -7.2702  1.7252  1.0894  0.301
H  -7.0061  3.3629  1.5429  0.276
H  -10.4728  2.3992  1.1260  0.255
H  -9.5013  0.9243  1.3086  0.357
H  -9.8660  1.2045  3.8720  0.335
H  -11.8163  -0.1264  3.9059  0.357
H  -10.9343  -0.6157  2.3960  0.351
H  -12.3198  0.3438  2.1743  0.337
H  -10.9850  3.1686  3.9843  0.263
H  -12.1902  2.7540  2.9372  0.224
C  12.3747  3.1370  -2.2575  -0.725
O  11.7894  2.4120  -3.2731  -0.360
C  10.4908  2.8919  -3.7347  -0.845
C  9.2702  2.6642  -2.7520  0.448
C  8.9690  1.2047  -2.4544  -1.272
N  8.0753  3.2556  -3.2968  -0.731
H  12.3787  4.2225  -2.3565  0.316
H  13.3716  2.7326  -2.0820  0.263
H  11.8196  2.9560  -1.3370  0.274
H  10.5162  3.9431  -4.0217  0.416
H  10.3428  2.3880  -4.6898  0.346
H  9.3859  3.2303  -1.8277  0.352
H  8.2746  1.2487  -1.6154  0.312
H  9.8380  0.6008  -2.1931  0.327
H  8.4526  0.7003  -3.2711  0.320
H  8.2716  3.0845  -4.2727  0.290
H  8.0817  4.2473  -3.1055  0.269
Cl  -4.0984  -4.0066  3.8375  -0.137
C  -4.1486  -4.2267  2.0540  -0.228
Cl  -5.5480  -5.3396  1.7033  -0.161
H  -4.3669  -3.3026  1.5188  0.244
H  -3.2493  -4.5915  1.5578  0.282
Cl  5.3438  0.3869  4.5901  -0.140
C  4.3758  -0.6232  5.6950  -0.229
Cl  3.8626  -2.1567  4.8239  -0.153
H  4.9211  -0.8141  6.6193  0.280
H  3.4754  -0.0458  5.9046  0.242
Cl  0.5397  -0.2423  -0.2675  -0.130
C  1.8343  -0.8792  -1.1561  -0.213
Cl  1.7259  -2.6329  -1.5883  -0.165
H  2.0628  -0.2808  -2.0380  0.290
H  2.6284  -0.8887  -0.4095  0.218
Cl  -3.4200  -8.6748  -5.7864  -0.139
C  -2.0559  -8.7588  -4.6239  -0.219
Cl  -0.9008  -10.1057  -5.0624  -0.156
H  -1.4600  -7.8540  -4.7432  0.240
H  -2.4092  -8.9135  -3.6044  0.274

***

Molecular formula: C12H30ClN2O4
Method: DFT, ωB97M-V/def2-TZVPD

Its net charge is -1. The calculation puts the maximum force at 0.62 eV/A. The calculation puts the relative energy (zero: lowest compared OMol25 entry of this formula, charge and spin) at 0.236 eV. The HOMO energy comes out at -0.0848 hartree.

Last column: Mulliken charge in e.
Geometry (Å):
N  -4.2943  2.7393  2.5078  -0.467
C  -4.4571  2.2155  1.2053  0.547
O  -5.5729  2.0612  0.7426  -0.618
C  -3.1725  1.8882  0.4995  -0.872
C  -2.0977  1.0184  1.2402  0.105
N  -2.0197  -0.3562  0.8841  -0.382
Cl  -3.5956  -1.0936  1.3331  -0.396
H  -3.7696  3.6047  2.5382  0.229
H  -5.2163  2.8588  2.9158  0.269
H  -3.4380  1.4242  -0.4558  0.295
H  -2.6956  2.8638  0.2941  0.268
H  -2.2152  1.2267  2.3268  0.300
H  -1.1087  1.4011  0.9457  -0.166
C  -2.3304  -4.7098  -0.5978  -1.083
C  -0.8296  -4.5080  -0.4660  0.363
C  -0.3890  -4.5719  0.9894  -1.229
O  -0.4450  -3.2652  -1.0493  -0.561
H  -2.8193  -3.9081  -0.0428  0.209
H  -2.6389  -4.6473  -1.6416  0.291
H  -2.6648  -5.6643  -0.1860  0.376
H  -0.2955  -5.2689  -1.0427  0.244
H  -0.8850  -3.7820  1.5591  0.284
H  0.6887  -4.4234  1.0677  0.299
H  -0.6449  -5.5343  1.4384  0.398
H  -0.9044  -2.5529  -0.5745  0.340
C  2.7530  2.5352  2.9203  -1.460
C  2.5205  2.0323  1.5043  0.473
C  3.4004  2.7168  0.4741  -1.009
O  1.1548  2.1615  1.1305  -0.403
H  2.5226  3.6036  2.9836  0.356
H  2.1035  2.0071  3.6178  0.341
H  3.7909  2.3925  3.2267  0.393
H  2.7126  0.9591  1.4609  0.190
H  3.2004  3.7926  0.4302  0.374
H  3.1711  2.2908  -0.5023  0.021
H  4.4643  2.5769  0.6749  0.376
H  0.9154  3.0938  1.1781  0.278
C  1.0971  0.9010  -2.7499  -0.958
C  2.5079  0.3326  -2.7204  0.409
C  2.7474  -0.6625  -3.8462  -1.396
O  2.7672  -0.2698  -1.4552  -0.491
H  0.3638  0.1005  -2.6235  0.261
H  0.9536  1.6054  -1.9304  0.164
H  0.8933  1.4081  -3.6953  0.396
H  3.2294  1.1503  -2.7979  0.293
H  2.0590  -1.5060  -3.7491  0.305
H  3.7659  -1.0501  -3.8038  0.334
H  2.5875  -0.2028  -4.8232  0.376
H  2.1296  -0.9844  -1.3350  0.335

***

Q: What is the maximum force in the sixth record?
A: 0.62 eV/A

***

Q: Which of these has the highest maximum force?
A: C12H30BBrClCsFN3NaO11V

***

Q: Look up the maximum force of the sixth one.
A: 0.62 eV/A

***

Q: Among the records above, which one has the lowest maximum force?
A: C12H30ClN2O4